{"formula": "C15H15N3O3", "method": "the ωB97M-V functional and the def2-TZVPD basis", "symbols": ["C", "H", "H", "H", "C", "C", "N", "O", "N", "C", "N", "C", "O", "C", "C", "C", "C", "C", "C", "C", "C", "O", "H", "H", "C", "H", "H", "H", "H", "C", "H", "H", "H", "H", "H", "H"], "positions_angstrom": [[-5.79, -0.13, 0.00], [-6.67, -0.39, -0.58], [-6.10, 0.43, 0.88], [-5.31, -1.05, 0.33], [-4.84, 0.72, -0.85], [-3.62, 1.08, -0.08], [-3.44, 2.21, 0.54], [-2.25, 2.15, 1.15], [-1.65, 0.97, 0.93], [-2.45, 0.28, 0.16], [-2.25, -0.99, -0.30], [-1.11, -1.78, -0.24], [-1.22, -2.98, -0.29], [0.17, -1.07, -0.18], [1.38, -1.53, 0.28], [2.29, -0.45, 0.09], [3.65, -0.26, 0.34], [4.23, 0.94, 0.01], [3.46, 1.96, -0.58], [2.12, 1.80, -0.85], [1.54, 0.58, -0.51], [0.26, 0.20, -0.67], [1.53, 2.58, -1.30], [3.94, 2.89, -0.83], [5.69, 1.20, 0.27], [5.81, 2.05, 0.93], [6.16, 0.33, 0.72], [6.20, 1.43, -0.67], [4.23, -1.05, 0.80], [1.69, -2.86, 0.87], [0.80, -3.48, 0.87], [2.05, -2.73, 1.89], [2.47, -3.34, 0.29], [-3.09, -1.52, -0.53], [-4.55, 0.17, -1.75], [-5.34, 1.64, -1.15]], "smiles": "CCc1nonc1NC(=O)c1oc2ccc(C)cc2c1C", "lumo_energy_ha": 0.003, "total_charge": 0, "e_above_lowest_ev": 2.9162, "multiplicity": 1, "homo_lumo_gap_ha": 0.31823}